[1]
# C34H104N6O15

A 15-piece molecular cluster, C34H104N6O15 overall (ωB97M-V/def2-TZVPD, OMol25).

The geometry in XYZ format:
```
159
Properties=species:S:1:pos:R:3:mulliken_charge:R:1
C 2.53 -1.16 6.00 0.056
O 0.53 -0.13 2.18 1.029
O 1.87 1.16 5.91 -0.358
N 2.06 -2.54 5.88 -0.518
C -2.19 2.50 2.44 -0.759
H -3.72 -1.10 5.81 0.323
O 2.46 0.77 -3.79 -0.529
H -2.52 -5.75 0.22 0.374
H -5.78 -3.07 -3.44 0.247
C -1.89 -1.59 4.88 0.068
N -0.03 1.80 -6.18 -0.675
H 6.26 4.02 0.79 0.216
C -0.02 6.75 -3.76 -0.776
H 1.05 3.63 -4.63 0.290
H -7.05 -3.29 -2.24 0.340
H 0.85 6.49 -1.25 0.411
H -2.37 -0.73 6.82 0.284
H 0.03 -1.55 -0.76 -0.571
H -0.60 3.87 -1.11 0.083
N -0.46 -4.28 -7.38 -0.728
H 0.81 -0.14 -4.53 -0.294
H 0.99 -2.90 -5.73 0.375
H 1.49 -6.06 -5.48 0.305
H 0.77 -0.33 6.86 0.506
O 3.89 3.51 2.46 -0.248
H -3.27 0.05 -1.11 -0.022
C 0.34 -3.58 -5.19 -0.319
O 4.57 -1.29 0.36 -0.653
H -1.94 5.73 -0.34 0.387
C 1.18 0.88 -4.42 0.419
H 0.90 -2.00 2.73 0.212
H 4.43 -1.68 4.90 0.432
H 0.20 1.95 6.90 0.369
H 4.11 -0.02 5.05 0.385
N 6.75 4.17 1.65 -0.635
H -1.18 -0.85 0.25 -0.331
H -0.15 0.54 2.22 -0.243
C -0.22 -1.37 0.28 0.909
H -1.41 -3.94 -7.33 0.223
C 0.01 -4.01 -2.78 -0.450
H 5.45 2.78 3.58 0.323
H -0.53 -5.06 -8.02 0.248
H 0.48 2.46 5.18 0.116
H 0.29 7.71 -3.35 0.316
H -1.94 -0.31 -4.56 0.321
H -2.15 -3.06 7.16 0.316
N 0.90 3.93 0.18 0.194
O -0.40 5.83 -2.77 -0.289
H -1.51 3.24 2.87 0.685
C -1.12 5.41 0.31 -1.149
H -1.50 4.71 1.05 0.071
H 2.92 -3.68 -0.62 0.461
C 1.28 1.67 -5.64 0.567
H 1.23 -2.57 6.47 0.161
C 6.01 4.67 2.76 0.237
H -0.33 -2.36 0.73 0.097
H 1.64 -4.20 1.14 0.280
H 3.55 -2.36 -1.01 0.199
H 1.74 -1.02 0.77 0.032
H 0.77 -0.38 5.05 -0.141
H 0.05 2.25 -7.08 0.280
H -1.64 -0.61 4.46 -0.338
H 5.20 -0.59 0.51 0.281
C -4.41 -4.59 0.49 0.497
O -3.21 0.94 -0.76 -0.013
H -2.96 -2.35 -3.67 0.372
H -2.76 -4.13 -0.61 -0.115
H 4.53 4.17 4.23 0.366
C 0.47 5.57 -1.68 -0.835
H 3.50 -0.06 -2.16 0.305
C -1.88 -0.40 -3.47 -0.272
H -1.00 -2.16 5.15 0.141
H 0.43 1.22 -3.70 0.027
C -3.08 -1.39 -3.17 -0.745
H -0.93 -0.78 -3.08 -0.340
C -2.86 -4.72 0.30 -0.874
O -2.95 -2.80 6.69 -0.514
N -4.81 -5.56 1.53 -0.774
C 3.60 -0.97 4.89 -1.185
H -0.83 -5.39 -5.71 0.285
C 1.58 3.13 -5.45 -1.619
H 0.55 3.12 0.68 -0.098
H -0.45 -3.04 -2.58 -0.046
H 3.15 -0.91 3.90 -0.006
H 1.46 3.58 -6.44 0.454
H 6.85 4.72 3.46 0.345
H 4.77 6.13 1.71 0.249
H 2.65 2.78 3.89 0.303
H 6.33 6.65 1.90 0.416
H 1.53 2.98 6.45 0.316
H -0.65 6.27 0.79 0.439
C -2.98 1.78 3.50 -1.282
H -0.89 6.78 -4.41 0.258
C -6.14 -3.73 -2.66 -0.938
H -3.44 3.23 -2.34 0.379
H 2.05 2.44 2.28 -0.627
C 2.48 0.22 -2.43 0.099
H 1.32 5.08 -2.15 0.346
O -1.54 1.57 1.55 0.241
C 2.96 2.49 2.88 0.295
C -0.02 -4.78 -6.11 0.545
C 1.34 -0.15 5.95 -0.134
H 2.19 0.94 -1.67 -0.053
H 5.18 6.74 3.30 0.350
H -0.23 0.84 -6.42 0.227
C -5.25 -4.89 -0.82 -0.896
C -0.12 4.68 -0.56 0.746
H 1.93 -4.89 -6.82 0.336
H 0.48 -4.29 -1.84 0.196
H 1.57 3.58 -0.50 0.395
H -2.87 3.17 1.92 0.412
H -2.25 1.37 4.19 0.080
C -4.34 1.70 -1.06 -0.354
H 2.02 1.16 -6.26 0.372
C 0.81 -0.45 0.85 0.184
H -4.19 -5.32 2.29 0.302
C 0.94 2.13 6.11 -0.721
H 3.44 1.51 2.90 0.152
H -3.50 -2.38 -1.56 -0.030
H -5.05 1.58 -0.24 0.333
H -4.88 -5.81 -1.27 0.341
H -2.21 1.13 1.03 -0.373
H -2.37 -2.05 4.02 0.305
H -4.07 -0.95 -3.24 0.366
C 4.97 3.72 3.33 -0.602
H 2.62 3.27 -5.15 0.385
H -2.43 -4.25 1.19 0.273
H -2.04 0.58 -3.01 0.442
C 1.20 -5.60 -6.42 -1.451
H -4.49 -3.61 0.97 0.254
H 7.23 3.30 1.83 0.235
H 3.91 -1.16 1.04 0.292
H -6.28 -5.17 -0.61 0.446
H 2.75 -3.18 6.25 0.248
H -4.68 3.80 -1.24 0.411
O 3.24 -3.19 -1.37 -0.579
C -3.87 3.08 -1.35 -0.748
C -2.76 -1.50 6.15 -0.618
O 2.24 -4.64 0.54 -0.682
H -4.79 1.22 -1.92 0.361
H -5.71 -5.16 1.72 0.285
H 0.92 -6.46 -7.04 0.478
H 2.06 -0.77 -2.26 -0.126
H 3.06 -1.05 6.95 0.437
O 0.86 -4.09 -3.94 -0.395
H 0.80 0.47 0.26 -0.413
H -3.62 2.55 3.94 0.464
O -5.09 -3.81 -1.73 -0.160
O 1.41 -2.77 2.96 -0.690
C 5.55 6.14 2.47 -1.414
H 2.98 -4.90 1.09 0.305
H -6.35 -4.65 -3.21 0.344
H -0.57 -3.00 -5.04 -0.159
H -3.59 0.94 3.16 0.344
H -3.12 3.28 -0.59 -0.262
O -2.82 -1.77 -1.84 0.030
H 1.76 -2.58 3.83 0.237
H 0.82 6.34 -4.33 0.313
H -0.81 -4.72 -2.86 0.387
```

Total energy in eV: -76582.4296
Spin multiplicity: 2
Total charge: +1

=====

[2]
# C34H122O27

A 27-piece molecular cluster, C34H122O27 overall (ωB97M-V/def2-TZVPD, OMol25).

The geometry in XYZ format:
```
183
Properties=species:S:1:pos:R:3:mulliken_charge:R:1
H -13.27 -2.30 -11.36 0.300
H -26.77 4.75 -15.17 0.297
H -25.52 6.27 -17.51 0.201
O -21.93 3.81 -13.99 -0.612
H -20.65 2.69 -13.37 -0.016
O -22.48 -1.01 -18.53 -0.566
O -25.71 0.54 -11.87 -0.654
H -18.50 5.97 -16.78 0.272
H -18.37 -3.63 -7.10 0.246
H -21.61 4.71 -13.99 0.097
H -22.40 -0.15 -15.41 -0.372
H -16.60 4.67 -10.28 0.083
C -11.59 4.68 -14.05 -1.315
H -24.36 4.64 -19.16 0.171
H -14.35 -1.29 -16.51 0.286
H -22.57 3.78 -13.28 -0.065
H -19.83 3.48 -11.52 0.400
H -16.59 5.14 -15.15 0.326
H -21.59 -4.14 -18.26 0.166
H -18.07 2.08 -17.50 0.174
C -17.68 -5.28 -19.42 -0.402
C -18.50 0.43 -9.27 -0.510
H -16.09 -4.14 -18.65 0.384
O -20.56 -4.51 -14.60 -0.604
H -17.28 -4.76 -7.77 0.362
H -25.64 8.04 -12.52 0.429
O -18.15 -3.50 -9.22 -0.372
O -15.17 5.85 -12.72 -0.507
H -23.27 3.36 -18.63 0.149
H -23.71 0.06 -16.50 0.429
H -27.75 2.35 -11.62 0.370
H -22.16 -5.10 -16.94 0.433
H -21.62 3.98 -9.89 0.375
H -18.30 2.87 -7.94 0.128
H -13.56 3.76 -13.64 -0.172
H -21.51 -2.04 -19.86 0.217
O -15.93 -2.56 -13.70 -0.509
O -23.99 5.10 -12.29 -0.081
H -27.20 3.60 -12.58 0.251
C -24.19 -1.04 -14.60 0.759
H -21.86 0.46 -20.43 0.340
H -18.66 -4.29 -12.71 0.566
H -24.41 -4.09 -17.00 0.262
H -27.10 6.45 -16.90 0.429
O -22.11 -1.08 -9.05 -0.598
H -21.64 5.04 -17.19 0.315
H -22.43 6.08 -19.76 0.289
H -21.41 -3.43 -15.91 0.007
O -17.82 6.52 -17.17 -0.643
H -11.94 -1.29 -10.87 0.329
H -14.48 -0.35 -12.16 0.160
H -20.66 -4.98 -13.77 0.310
H -23.35 3.84 -20.32 0.417
H -20.44 -1.58 -18.54 0.265
H -21.18 -2.34 -10.46 -0.047
H -23.95 4.79 -16.07 0.110
H -22.96 4.32 -10.50 0.342
C -18.21 -4.22 -8.00 -0.250
C -19.27 0.10 -14.21 0.015
O -20.06 4.22 -10.96 -0.473
H -23.46 1.08 -15.09 0.162
O -13.62 0.05 -12.32 -0.383
C -21.96 -0.58 -11.32 0.513
H -23.55 6.96 -12.44 0.123
C -12.38 -1.79 -11.73 -1.296
H -10.73 4.22 -14.52 0.353
C -27.10 2.52 -12.48 -1.358
H -22.78 0.13 -11.23 0.364
H -20.93 3.84 -15.47 0.226
H -22.61 -1.76 -17.94 0.034
C -22.06 -1.72 -10.30 -0.359
H -20.17 0.01 -14.83 -0.002
H -18.72 -2.72 -9.18 0.180
H -23.63 -1.11 -13.67 -0.387
H -25.02 2.17 -12.94 -0.170
H -12.83 1.96 -12.72 0.249
O -20.52 4.21 -16.25 -0.022
H -17.13 -6.18 -19.16 0.235
H -12.69 3.03 -14.93 0.205
O -20.05 2.08 -12.93 0.191
O -22.16 -3.20 -16.46 0.023
H -25.38 2.47 -11.24 0.285
C -16.56 5.64 -12.92 0.166
O -21.42 6.41 -14.18 -0.510
H -11.22 5.01 -13.08 0.325
C -23.47 0.05 -15.44 -0.216
H -26.44 4.10 -16.59 0.399
C -20.93 0.06 -20.02 -1.174
H -18.96 -3.43 -15.17 0.127
H -20.13 -0.15 -20.73 0.374
H -19.40 -5.81 -19.92 0.292
O -24.63 4.66 -15.41 -0.213
H -17.38 -4.32 -17.55 0.144
H -20.17 -0.49 -8.84 0.117
H -17.68 -5.16 -20.51 0.379
H -17.24 3.33 -6.51 0.373
C -23.37 4.21 -19.30 -0.800
H -17.15 5.91 -17.46 0.297
H -19.21 4.59 -10.70 0.205
H -13.54 -0.18 -15.88 0.338
H -20.35 -4.53 -7.82 0.259
H -19.44 -5.98 -7.41 0.378
H -18.25 0.65 -8.23 0.483
C -19.44 -5.10 -8.04 -1.044
C -23.78 -4.04 -17.88 -1.088
H -26.46 6.67 -11.92 0.279
H -21.43 6.87 -15.02 0.200
H -19.88 -3.25 -12.17 0.329
H -20.56 0.83 -19.35 0.143
H -26.01 -0.57 -15.11 0.364
H -21.01 -0.04 -11.31 -0.298
H -17.94 4.77 -14.33 0.069
H -27.67 1.96 -13.23 0.328
H -21.97 -0.87 -12.37 -0.388
C -26.03 4.88 -15.95 -0.305
H -23.00 -0.73 -8.95 0.345
O -14.04 -0.40 -16.66 -0.610
H -13.15 -1.38 -13.69 0.098
O -17.29 4.43 -9.65 -0.268
C -17.33 0.29 -10.27 -0.806
O -12.11 2.56 -12.91 -0.520
C -18.97 1.54 -13.73 0.383
H -16.82 -0.63 -9.97 0.441
H -17.53 -3.19 -19.03 0.243
H -24.06 -4.82 -18.60 0.401
C -12.55 3.49 -13.95 0.558
H -17.36 3.41 -17.58 0.208
H -16.88 -0.37 -16.96 0.207
H -11.78 -2.55 -12.23 0.380
C -22.33 -4.16 -17.46 -0.231
H -18.57 -0.35 -14.91 0.400
H -15.75 3.57 -8.47 0.371
H -14.91 5.36 -11.94 0.325
H -19.67 -5.56 -9.00 0.245
C -21.21 -1.21 -19.22 0.109
H -11.88 5.50 -14.70 0.335
C -19.69 -3.38 -14.36 0.756
C -16.64 4.19 -8.43 -0.302
O -22.16 5.61 -17.75 -0.455
O -19.06 -5.47 -19.10 -0.453
H -23.97 5.20 -13.24 -0.085
H -16.73 0.86 -17.83 0.279
H -16.70 1.14 -10.03 0.279
C -17.18 -4.14 -18.61 -0.814
H -17.96 1.59 -13.30 0.115
O -17.39 0.27 -17.45 -0.528
H -19.61 -0.57 -13.43 -0.421
H -21.33 4.82 -19.47 0.293
H -25.60 6.67 -13.55 -0.042
H -23.97 -1.98 -15.11 -0.077
O -19.31 -0.75 -9.19 -0.319
H -17.57 0.12 -11.32 0.058
O -25.48 -0.64 -14.31 -0.631
H -15.59 -2.63 -14.60 0.208
H -20.27 -2.47 -14.52 -0.378
C -12.76 -0.84 -12.82 0.038
H -15.69 -3.40 -13.29 0.302
O -22.55 4.05 -9.68 -0.684
H -16.96 6.65 -12.83 0.288
C -16.86 4.74 -14.18 -0.483
H -19.79 3.62 -16.44 0.146
H -19.13 1.23 -9.65 0.252
H -22.89 -2.39 -10.53 0.406
C -17.66 3.61 -7.48 -1.063
C -25.72 1.95 -12.14 0.652
H -11.83 -0.32 -13.04 0.373
C -22.27 5.22 -19.11 -0.317
C -25.58 6.95 -12.50 -0.853
C -26.08 6.25 -16.58 -1.102
H -17.03 4.97 -12.19 -0.278
H -16.55 3.72 -13.96 0.065
C -24.26 6.41 -11.83 -0.306
H -16.24 5.10 -7.99 0.349
H -18.31 -2.61 -12.69 0.202
H -25.27 0.04 -12.57 0.248
H -23.95 -3.13 -18.44 0.317
H -24.07 6.43 -10.76 0.397
H -18.31 4.47 -7.27 0.333
H -25.65 7.10 -16.05 0.254
H -21.32 7.10 -13.53 0.213
O -18.16 3.00 -17.25 -0.375
H -18.93 2.20 -14.59 -0.438
C -19.10 -3.32 -12.93 -1.226
```

Total energy in eV: -92512.7154
Spin multiplicity: 1
Total charge: 0

=====

[3]
# C34H21Br2ClF5HoIN3O2

C34H21Br2ClF5HoIN3O2 as an isolated structure (ωB97M-V/def2-TZVPD, OMol25).

The geometry in XYZ format:
```
70
Properties=species:S:1:pos:R:3:mulliken_charge:R:1
C -1.66 1.84 3.82 -0.389
H -3.82 -1.79 -4.72 0.428
C -0.76 -1.59 -3.32 -0.321
H 3.83 4.11 -2.99 0.431
Br 3.28 1.54 1.22 -0.054
C -3.26 -0.48 -3.10 0.013
H 0.24 1.84 -2.48 0.204
H -2.57 -0.10 4.17 0.145
C 1.71 -2.05 2.09 -0.483
H -3.50 1.27 4.78 0.369
H 0.23 -2.04 -3.36 0.269
C 1.97 3.03 -2.94 0.352
C -1.77 -2.01 -4.19 -1.028
O -1.26 1.29 -0.60 -0.671
C -1.41 -2.69 1.16 0.510
H -1.96 2.85 3.54 0.230
I -3.83 2.94 0.33 -0.031
F -2.31 -2.44 3.34 -0.316
H 0.39 3.44 -4.35 0.371
C 2.77 2.14 -0.49 0.129
Cl -5.88 -0.31 -3.87 -0.282
C -2.17 -0.09 -2.29 0.669
F -0.47 -3.09 -0.95 0.018
H 1.38 -1.24 2.73 0.342
C 3.17 -5.20 -1.56 -0.592
C 2.91 -5.34 -0.23 -0.818
C -3.02 -1.47 -4.08 -0.957
C 2.51 -4.24 0.57 1.026
H -1.09 1.91 4.75 0.314
C 1.21 2.18 -2.16 -0.003
H 1.87 2.82 -5.08 0.289
H 3.47 -6.05 -2.16 0.394
C -0.75 1.35 2.79 0.269
C 2.26 -4.39 1.95 -0.888
O -1.36 -1.40 0.94 -0.449
C -2.88 0.92 3.96 -0.783
N -0.94 -0.67 -2.40 0.658
Ho 0.20 -0.30 -0.13 0.376
C -1.89 -4.61 2.57 0.072
C 2.67 -2.87 -1.39 0.718
H 1.80 4.49 -4.51 0.422
C -2.31 0.94 -1.29 0.204
H 3.00 -6.31 0.25 0.380
H 4.54 3.31 -0.75 0.437
F -1.44 -6.81 1.80 -0.347
C -0.96 -4.97 0.40 -0.260
N 1.60 1.73 -0.96 0.286
N -0.04 0.95 1.99 0.004
H 3.30 -3.79 -3.20 0.466
C 1.90 -3.31 2.70 -1.168
H -5.63 1.56 -1.76 0.423
C 3.06 -3.92 -2.16 -0.720
C -0.96 -3.60 0.21 0.091
C -1.43 -5.48 1.59 0.717
C -4.66 1.10 -1.92 -0.421
C 3.60 3.00 -1.18 -0.699
H -1.56 -2.78 -4.93 0.460
C -1.88 -3.25 2.35 0.242
C -3.57 1.48 -1.13 -0.143
H 2.38 -5.37 2.40 0.390
C 1.89 -1.82 0.74 0.201
F -2.34 -5.10 3.73 -0.340
C 3.19 3.44 -2.42 -0.397
H -3.46 0.91 3.04 0.211
C 2.35 -2.95 -0.01 0.159
C 1.48 3.47 -4.29 -1.522
H 1.73 -3.42 3.77 0.403
C -4.51 0.15 -2.89 0.545
Br 2.59 -1.15 -2.23 -0.141
F -0.50 -5.78 -0.55 -0.418
```

Spin multiplicity: 5
Total charge: 0
Energy relative to the best compared isomer or geometry (same formula, charge and spin) in kcal per mole: 0.37

=====

It is found that the max |F| values, taken in the order of the records, are 0.066; 0.077; 0.007 Eh/bohr.